P.
This record from OMol25 describes 2 unconnected molecules or ions with the total composition C4H7NO3. The level of theory is ωB97M-V with the def2-TZVPD basis set.

As for the HOMO energy: -10.3 eV. The spin multiplicity is 1. The LUMO energy is 0.469 eV. As for the net charge: 0.

```
15
C4H7NO3 ωB97M-V with the def2-TZVPD basis set
C 1.07 0.74 -0.04
C 0.83 0.95 1.45
C 0.24 -0.42 -0.75
C -1.72 0.86 -1.16
N -1.16 -2.25 -0.32
O -0.52 -1.08 0.17
O 0.64 -0.95 -1.76
O -2.13 1.60 -0.41
H -0.57 -2.59 -1.08
H -2.04 -1.94 -0.75
H 0.94 1.66 -0.62
H 2.10 0.42 -0.21
H 1.44 1.77 1.81
H -0.22 1.17 1.66
H 1.10 0.06 2.00
```

=====

Q.
This record from OMol25 describes C4H7NO3 in the gas phase. The level of theory is ωB97M-V with the def2-TZVPD basis set.

As for the HOMO energy (alpha / beta): -7.9 / -7.9 eV. The spin multiplicity is 1. The LUMO energy (alpha / beta) is 0.148 / 0.148 eV. As for the net charge: 0.

```
15
C4H7NO3 ωB97M-V with the def2-TZVPD basis set
C 1.16 -1.37 0.54
C 0.69 -0.06 -0.58
C 0.07 0.74 0.39
N -2.14 1.16 -0.48
C -1.12 0.22 -0.17
O 0.33 1.84 1.12
O 2.49 -1.55 0.28
O 1.33 0.00 -1.63
H -0.52 2.14 1.50
H 2.62 -1.34 -0.67
H -3.02 0.68 -0.67
H -1.91 1.70 -1.32
H 0.52 -2.17 0.17
H 1.01 -1.20 1.61
H -1.51 -0.79 -0.10
```

=====

Most favorable structure: P. The second most favorable one is 2.619 eV above it.

=====

P.
This record from OMol25 describes C3H5NO2S in the gas phase. The level of theory is ωB97M-V with the def2-TZVPD basis set.

As for the HOMO energy: -9.3 eV. As for the SMILES: O/N=C1/CSCO1. The spin multiplicity is 1. The LUMO energy is 0.638 eV. As for the net charge: 0.

```
12
C3H5NO2S ωB97M-V with the def2-TZVPD basis set
O -2.43 0.53 1.21
N -1.45 1.16 0.51
C -0.48 0.47 0.05
C 0.51 1.05 -0.89
S 1.73 -0.27 -1.22
C 1.01 -1.33 0.08
O -0.36 -0.86 0.34
H -2.01 -0.33 1.45
H 1.06 1.90 -0.46
H 0.01 1.39 -1.81
H 0.82 -2.35 -0.26
H 1.59 -1.36 1.00
```

=====

Q.
This record from OMol25 describes C3H5NO2S in the gas phase. The level of theory is ωB97M-V with the def2-TZVPD basis set.

As for the HOMO energy: -9.1 eV. As for the SMILES: CN(C=O)OC=S. The spin multiplicity is 1. The LUMO energy is -0.186 eV. As for the net charge: 0.

```
12
C3H5NO2S ωB97M-V with the def2-TZVPD basis set
C 0.67 -0.90 -1.07
N 0.08 -0.26 0.12
C 1.17 0.16 1.07
O 2.13 -0.58 1.17
O -0.70 0.83 -0.12
C -1.91 0.86 0.37
S -2.83 2.27 0.13
H 1.52 -1.54 -0.42
H 1.38 -0.26 -1.72
H -0.07 -1.41 -1.86
H 0.86 1.00 1.63
H -2.31 -0.16 0.69
```

=====

R.
This record from OMol25 describes C3H5NO2S in the gas phase. The level of theory is ωB97M-V with the def2-TZVPD basis set.

As for the HOMO energy: -9.5 eV. As for the SMILES: C[C@@H]1S[C@H]1[N+](=O)[O-]. The spin multiplicity is 1. The LUMO energy is 0.131 eV. As for the net charge: 0.

```
12
C3H5NO2S ωB97M-V with the def2-TZVPD basis set
C -1.09 1.13 0.75
C -0.44 0.51 -0.44
S -0.88 -0.89 -1.45
C 0.19 -0.81 -0.12
N 1.58 -1.13 -0.54
O 2.24 -1.76 0.28
O 1.87 -0.73 -1.63
H -2.00 0.64 0.94
H -1.12 2.25 0.84
H -0.42 0.82 1.50
H 0.07 1.20 -1.03
H 0.00 -1.24 0.90
```

=====

S.
This record from OMol25 describes 2 unconnected molecules or ions with the total composition C3H5NO2S. The level of theory is ωB97M-V with the def2-TZVPD basis set.

As for the HOMO energy (alpha / beta): -10.4 / -9.4 eV. The spin multiplicity is 1. The LUMO energy (alpha / beta) is -1.557 / -0.631 eV. As for the net charge: 0.

```
12
C3H5NO2S ωB97M-V with the def2-TZVPD basis set
C 0.90 0.29 -0.47
C 0.56 0.56 1.01
C -0.08 -0.83 -0.48
N -0.36 -0.57 0.97
O -2.78 -0.91 0.15
O -1.73 1.29 -0.38
S -1.64 -0.12 -0.08
H 0.47 1.07 -1.24
H 1.97 0.03 -0.73
H 1.36 0.30 1.68
H 0.06 1.51 1.12
H 1.27 -2.62 -1.55
```

=====

Most favorable structure: P. The second most favorable one is 1.620 eV above it.